1.
ORCA calculation (the ωB97M-V functional and the def2-TZVPD basis) on the ion C2HN6O with charge -1 at a distorted geometry.

XYZ file:
```
10
Properties=species:S:1:pos:R:3:mulliken_charge:R:1
C -0.239 -0.289 -0.700 0.491
C 1.376 0.485 1.336 0.715
N -1.331 -1.269 -2.156 -0.371
N -0.129 -1.158 -1.680 -0.316
N -1.529 0.061 -0.451 -0.233
N -2.193 -0.590 -1.356 -0.431
N 0.923 0.108 0.055 -0.175
N 1.863 -0.648 1.130 -0.575
O 1.058 1.498 2.063 -0.475
H 0.201 1.803 1.759 0.369
```

Values from the calculation:
Charge: -1
Relative energy (zero: lowest compared OMol25 entry of this formula, charge and spin): 0.00 kJ/mol
LUMO: 3.2 eV
Orbital gap: 7.01 eV
2S+1: 1

***

2.
ORCA calculation (the ωB97M-V functional and the def2-TZVPD basis) on a cluster of 2 separate species, C2HNO in total at a distorted geometry.

XYZ file:
```
5
Properties=species:S:1:pos:R:3:mulliken_charge:R:1
C 1.139 0.800 0.037 -0.074
C -1.348 -1.558 0.000 0.169
N 0.595 -0.179 -0.109 -0.281
O -2.046 -0.673 0.054 -0.155
H 1.660 1.610 0.017 0.341
```

Values from the calculation:
Relative energy (zero: lowest compared OMol25 entry of this formula, charge and spin): 58.42 kJ/mol
LUMO: 0.9 eV
Orbital gap: 12.64 eV
2S+1: 1

***

3.
ORCA calculation (the ωB97M-V functional and the def2-TZVPD basis) on the molecule C2HNO2 at a distorted geometry.

XYZ file:
```
6
Properties=species:S:1:pos:R:3:mulliken_charge:R:1
N -2.135 -0.215 -0.009 -0.286
C -0.999 -0.417 -0.032 0.165
C 0.513 -0.358 -0.043 0.616
O 1.102 -1.380 0.001 -0.429
O 1.054 0.815 -0.030 -0.416
H 0.465 1.555 0.113 0.351
```

Values from the calculation:
Relative energy (zero: lowest compared OMol25 entry of this formula, charge and spin): 73.15 kJ/mol
SMILES: N#CC(=O)O
LUMO: 0.2 eV
Orbital gap: 12.08 eV
2S+1: 1

***

4.
ORCA calculation (the ωB97M-V functional and the def2-TZVPD basis) on the molecule C2HNO2S at a distorted geometry.

XYZ file:
```
7
Properties=species:S:1:pos:R:3:mulliken_charge:R:1
S 0.174 -0.913 2.402 -0.346
C 0.034 -0.291 0.955 0.450
O 0.288 -0.909 -0.320 -0.239
C 0.033 0.136 -1.118 0.070
N -0.225 1.348 -0.557 -0.299
O -0.332 0.913 0.692 -0.050
H 0.028 -0.283 -2.056 0.414
```

Values from the calculation:
Relative energy (zero: lowest compared OMol25 entry of this formula, charge and spin): 336.35 kJ/mol
SMILES: S=c1ocno1
LUMO: 0.5 eV
Orbital gap: 9.97 eV
2S+1: 1

***

5.
ORCA calculation (the ωB97M-V functional and the def2-TZVPD basis) on a cluster of 2 separate species, C2HNO2S in total at a distorted geometry.

XYZ file:
```
7
Properties=species:S:1:pos:R:3:mulliken_charge:R:1
C -1.259 -0.846 -0.964 0.124
C -0.386 0.138 -0.772 0.728
N -1.789 -1.860 -1.132 -0.312
O 0.349 1.051 -0.809 -0.376
O 0.813 -0.675 0.923 -0.473
S 1.604 0.589 1.118 0.163
H 0.666 1.602 1.637 0.146
```

Values from the calculation:
Relative energy (zero: lowest compared OMol25 entry of this formula, charge and spin): 525.62 kJ/mol
LUMO (spin up / spin down): -1.4 / -1.6 eV
Orbital gap (spin up / spin down): 7.49 / 6.77 eV
2S+1: 1

***

6.
ORCA calculation (the ωB97M-V functional and the def2-TZVPD basis) on a cluster of 2 separate species, C2HNO2S in total at a distorted geometry.

XYZ file:
```
7
Properties=species:S:1:pos:R:3:mulliken_charge:R:1
N -0.174 0.648 -1.851 -0.333
C 0.371 -0.215 -1.264 0.332
S 1.158 -1.376 -0.528 -0.343
H -0.998 1.341 -1.946 0.350
O -1.098 -0.199 1.299 -0.349
C -0.127 -0.142 1.857 0.728
O 0.870 -0.057 2.432 -0.385
```

Values from the calculation:
Relative energy (zero: lowest compared OMol25 entry of this formula, charge and spin): 23.64 kJ/mol
SMILES: N=C=S.O=C=O
LUMO: 0.5 eV
Orbital gap: 10.11 eV
2S+1: 1

***

7.
ORCA calculation (the ωB97M-V functional and the def2-TZVPD basis) on a cluster of 2 separate species, C2HNO3 in total at a distorted geometry.

XYZ file:
```
7
Properties=species:S:1:pos:R:3:mulliken_charge:R:1
C 7.145 -13.178 -1.201 0.581
C 5.242 -14.735 -0.181 0.539
N 5.916 -14.177 -0.977 -0.288
O 7.268 -12.845 -2.357 -0.631
O 7.704 -12.971 -0.152 -0.611
O 4.446 -15.367 0.414 -0.590
H -3.414 7.880 0.492 -1.000
```

Values from the calculation:
Charge: -2
Relative energy (zero: lowest compared OMol25 entry of this formula, charge and spin): 0.00 kJ/mol
LUMO: 4.6 eV
Orbital gap: 3.36 eV
2S+1: 1

***

8.
ORCA calculation (the ωB97M-V functional and the def2-TZVPD basis) on a structure of composition C2HNO3 at a distorted geometry.

XYZ file:
```
7
Properties=species:S:1:pos:R:3:mulliken_charge:R:1
C 0.227 0.572 -0.108 -0.199
C -0.190 -0.620 -0.894 0.762
N -0.424 0.117 0.921 0.188
O 1.998 1.770 -0.143 -0.368
O -0.073 -1.150 -1.931 -0.361
O -0.929 -1.030 0.266 -0.273
H -0.608 0.342 1.889 0.251
```

Values from the calculation:
Relative energy (zero: lowest compared OMol25 entry of this formula, charge and spin): 896.96 kJ/mol
LUMO (spin up / spin down): -1.9 / -1.8 eV
Orbital gap (spin up / spin down): 8.45 / 7.90 eV
2S+1: 1

***

9.
ORCA calculation (the ωB97M-V functional and the def2-TZVPD basis) on the molecule C2HNO3S at a distorted geometry.

XYZ file:
```
8
Properties=species:S:1:pos:R:3:mulliken_charge:R:1
O 4.517 1.188 0.398 -0.374
C 3.704 0.404 0.171 0.608
N 3.001 -0.428 -0.330 -0.300
C 1.711 -1.125 -0.090 0.664
O 1.529 -2.281 -0.396 -0.461
O 0.857 -0.312 0.509 -0.259
S -0.667 -1.039 0.656 -0.053
H -0.828 -0.702 2.000 0.175
```

Values from the calculation:
Relative energy (zero: lowest compared OMol25 entry of this formula, charge and spin): 93.68 kJ/mol
SMILES: O=C=NC(=O)OS
LUMO: 0.0 eV
Orbital gap: 10.16 eV
2S+1: 1

***

10.
ORCA calculation (the ωB97M-V functional and the def2-TZVPD basis) on a cluster of 2 separate species, C2HNO4 in total at a distorted geometry.

XYZ file:
```
8
Properties=species:S:1:pos:R:3:mulliken_charge:R:1
O 1.793 -1.071 1.153 -0.501
C 1.213 -0.071 0.810 0.204
N 0.042 0.401 1.199 0.340
O -0.684 1.299 1.335 -0.367
H 1.202 0.476 -0.067 0.311
O -1.626 0.655 -1.141 -0.384
C -2.611 0.265 -0.701 0.732
O -3.600 -0.179 -0.346 -0.335
```

Values from the calculation:
Relative energy (zero: lowest compared OMol25 entry of this formula, charge and spin): 294.10 kJ/mol
SMILES: O=CN=O.O=C=O
LUMO (spin up / spin down): -1.4 / -1.6 eV
Orbital gap (spin up / spin down): 8.17 / 7.95 eV
2S+1: 1